Density functional theory data (ωB97M-V with the def2-TZVPD basis set) for a 2-piece molecular cluster, C2H11N4O overall.

```
18
Properties=species:S:1:pos:R:3
C 1.502 0.394 0.407
C -2.315 -0.508 0.868
N 2.845 -0.224 0.399
N -1.768 0.724 -1.004
N 0.674 -0.339 -0.520
N 1.215 -1.065 -1.290
O -2.788 0.326 -0.115
H 1.119 0.512 1.384
H 1.394 1.419 0.058
H -1.804 -1.372 0.471
H -3.130 -0.874 1.380
H 3.339 -0.225 1.296
H 3.473 0.472 -0.018
H -1.962 1.681 -1.029
H -2.027 0.351 -1.953
H -0.240 0.005 -0.802
H -1.694 0.054 1.649
H 2.165 -1.329 -1.182
```

E_HOMO (eV): -14.19
Gap between HOMO and LUMO (eV): 9.1
Total charge: +1

=====

Density functional theory data (ωB97M-V with the def2-TZVPD basis set) for C4H12Li2O6 as an isolated structure.

```
24
Properties=species:S:1:pos:R:3
Li -1.546 -2.927 -1.444
Li -0.021 0.175 0.530
O -2.581 0.065 -0.825
C -3.702 0.314 -0.032
C -3.287 1.011 1.361
O -2.311 0.364 2.193
H -4.160 -0.656 0.161
H -4.408 0.904 -0.618
H -4.219 1.088 1.921
H -3.028 2.061 1.228
O 1.043 -1.683 -4.216
C 2.329 -1.355 -3.627
C 2.898 -1.885 -2.210
O 2.073 -1.843 -1.060
H 2.437 -0.274 -3.713
H 3.083 -1.603 -4.374
H 3.850 -1.384 -2.035
H 3.336 -2.866 -2.392
O 1.172 0.464 4.897
H 0.363 0.367 4.394
H 0.904 0.917 5.697
O 1.699 2.833 1.081
H 1.495 3.404 1.821
H 2.581 2.509 1.263
```

E_HOMO (eV): 0.58
Gap between HOMO and LUMO (eV): 3.2
Total charge: -2

=====

Density functional theory data (ωB97M-V with the def2-TZVPD basis set) for a 13-piece molecular cluster, C32H90O20 overall.

```
142
Properties=species:S:1:pos:R:3
C 2.800 19.499 -7.347
C 4.085 19.967 -8.142
C 4.984 18.846 -8.630
O 3.715 20.718 -9.268
H 2.165 18.801 -7.891
H 2.219 20.361 -7.019
H 3.138 19.062 -6.407
H 4.535 20.686 -7.457
H 5.437 18.404 -7.744
H 5.783 19.376 -9.148
H 4.515 18.133 -9.308
H 3.204 20.125 -9.824
C 9.449 15.576 -7.953
C 9.738 16.917 -8.480
C 8.858 17.393 -9.568
O 9.731 17.703 -7.298
H 8.423 15.507 -7.590
H 10.032 15.365 -7.057
H 9.715 14.773 -8.641
H 10.779 17.016 -8.786
H 7.802 17.515 -9.326
H 8.887 16.691 -10.401
H 9.299 18.331 -9.904
H 8.917 17.446 -6.859
C 5.955 15.244 -10.226
C 5.379 14.054 -10.907
C 4.897 14.214 -12.345
O 6.341 13.037 -11.054
H 5.262 16.084 -10.166
H 6.901 15.493 -10.705
H 6.169 15.079 -9.170
H 4.520 13.751 -10.308
H 4.072 14.926 -12.363
H 4.634 13.339 -12.940
H 5.767 14.635 -12.849
H 6.055 12.269 -11.554
C 2.005 15.938 -15.438
C 2.573 15.978 -16.825
C 4.100 16.271 -16.837
O 2.396 14.791 -17.449
H 2.631 15.200 -14.936
H 0.952 15.657 -15.398
H 2.064 16.910 -14.947
H 2.063 16.791 -17.341
H 4.390 16.572 -17.844
H 4.681 15.397 -16.543
H 4.379 17.113 -16.203
H 2.723 14.091 -16.878
C 3.999 11.822 -5.787
C 3.218 12.188 -7.002
C 3.607 11.251 -8.109
O 1.878 11.910 -6.698
H 3.889 10.753 -5.605
H 3.685 12.417 -4.930
H 5.018 12.170 -5.958
H 3.274 13.236 -7.298
H 4.658 11.385 -8.366
H 3.036 11.590 -8.973
H 3.425 10.221 -7.800
H 1.697 12.546 -6.003
C 0.093 14.881 -10.199
C 1.088 16.019 -10.501
C 1.427 16.120 -12.013
O 0.595 17.248 -10.040
H -0.848 14.992 -10.737
H -0.124 14.973 -9.135
H 0.418 13.882 -10.491
H 2.083 15.896 -10.074
H 2.224 16.834 -12.219
H 0.585 16.490 -12.598
H 1.752 15.158 -12.411
H -0.187 17.006 -9.540
C 4.500 12.502 -15.729
C 5.664 12.658 -16.751
O 6.733 13.340 -16.149
O 3.217 12.330 -16.322
H 4.311 13.493 -15.316
H 4.729 11.779 -14.946
H 5.294 13.176 -17.636
H 6.083 11.748 -17.180
H 7.247 12.728 -15.617
H 3.182 11.643 -16.992
C 10.660 14.363 -12.795
C 9.115 14.120 -12.593
O 8.921 13.277 -11.483
O 11.420 13.217 -13.082
H 11.054 14.783 -11.870
H 10.709 15.068 -13.625
H 8.700 13.689 -13.504
H 8.587 15.047 -12.367
H 7.991 13.266 -11.244
H 11.450 12.805 -12.215
C 6.182 15.925 -5.510
C 4.843 16.470 -4.935
O 5.119 17.262 -3.733
O 7.033 17.008 -5.977
H 6.019 15.127 -6.234
H 6.716 15.482 -4.670
H 4.178 15.648 -4.667
H 4.323 17.080 -5.673
H 5.059 16.677 -2.975
H 7.021 17.651 -5.265
C 0.348 12.635 -14.543
C 1.429 12.267 -13.446
O 0.885 11.328 -12.539
O -0.785 13.215 -13.945
H 0.135 11.692 -15.046
H 0.665 13.314 -15.334
H 1.575 13.205 -12.911
H 2.354 11.895 -13.886
H -0.050 11.512 -12.430
H -1.400 12.518 -13.706
C 7.658 16.785 -15.769
C 9.179 16.739 -15.639
O 9.569 17.700 -14.669
O 7.025 15.885 -14.855
H 7.449 16.500 -16.801
H 7.217 17.774 -15.643
H 9.615 17.118 -16.563
H 9.524 15.724 -15.438
H 8.971 17.613 -13.923
H 6.960 15.001 -15.225
C 5.618 9.293 -11.163
C 6.810 9.672 -10.385
O 7.216 8.483 -9.753
O 5.111 10.496 -11.814
H 4.811 8.834 -10.593
H 5.850 8.465 -11.833
H 6.569 10.485 -9.701
H 7.578 9.981 -11.095
H 6.434 8.083 -9.364
H 4.328 10.180 -12.272
C 5.491 19.128 -12.585
C 6.515 18.154 -12.205
O 7.853 18.571 -12.410
O 5.257 19.417 -13.931
H 5.858 20.022 -12.082
H 4.560 18.743 -12.168
H 6.420 17.168 -12.661
H 6.432 17.854 -11.161
H 8.168 19.141 -11.704
H 5.969 19.980 -14.243
```

E_HOMO (eV): -9.43
Gap between HOMO and LUMO (eV): 9.4

=====

Density functional theory data (ωB97M-V with the def2-TZVPD basis set) for C41H37F5P2Pd as an isolated structure.

```
86
Properties=species:S:1:pos:R:3
Pd 0.308 -0.008 2.549
C -1.602 0.848 -5.058
C -1.610 -0.422 -4.639
C -0.732 -1.582 -5.033
C 0.599 -1.253 -5.744
C 1.513 -0.382 -4.916
C 1.520 0.951 -4.798
C 0.643 1.989 -5.447
C -0.689 1.508 -6.064
C 1.711 0.476 4.058
H -2.332 1.515 -4.598
H -2.361 -0.681 -3.892
H -1.313 -2.270 -5.668
H -0.507 -2.151 -4.121
H 1.110 -2.204 -5.939
H 0.403 -0.811 -6.722
H 2.242 -0.925 -4.315
H 2.271 1.373 -4.129
H 1.223 2.514 -6.223
H 0.417 2.753 -4.689
H -1.200 2.388 -6.471
H -0.493 0.854 -6.915
H 1.498 1.453 4.503
H 2.733 0.492 3.656
H 1.672 -0.285 4.849
P -1.169 -0.524 0.908
P 1.861 0.005 0.894
C -0.251 -0.766 -0.659
C 1.071 -0.559 -0.659
C -2.168 -2.048 1.025
C -2.528 -2.802 -0.102
C -3.254 -3.981 0.049
C -3.627 -4.414 1.325
C -3.274 -3.666 2.448
C -2.546 -2.486 2.300
C -2.377 0.763 0.444
C -1.983 2.109 0.454
C -2.916 3.118 0.225
C -4.255 2.795 -0.006
C -4.655 1.458 -0.005
C -3.724 0.445 0.219
C 3.340 -1.049 1.015
C 3.252 -2.335 1.565
C 4.403 -3.098 1.759
C 5.652 -2.580 1.416
C 5.748 -1.293 0.881
C 4.600 -0.529 0.683
C 2.521 1.633 0.383
C 2.728 2.590 1.385
C 3.173 3.869 1.051
C 3.415 4.198 -0.283
C 3.215 3.246 -1.286
C 2.768 1.968 -0.956
H -0.787 -1.058 -1.562
H 1.672 -0.675 -1.562
H -2.252 -2.459 -1.095
H -3.532 -4.562 -0.826
H -4.196 -5.333 1.439
H -3.570 -3.998 3.439
H -2.267 -1.886 3.162
H -0.945 2.365 0.649
H -2.598 4.157 0.229
H -4.983 3.581 -0.183
H -5.697 1.201 -0.178
H -4.041 -0.593 0.219
H 2.282 -2.736 1.847
H 4.323 -4.096 2.180
H 6.549 -3.174 1.569
H 6.719 -0.883 0.620
H 4.679 0.472 0.270
H 2.543 2.311 2.420
H 3.337 4.605 1.833
H 3.766 5.193 -0.543
H 3.408 3.501 -2.324
H 2.623 1.225 -1.736
F -0.133 -2.008 4.954
C -1.021 -0.991 5.081
C -1.054 0.031 4.118
C -1.969 1.081 4.255
F -1.987 2.086 3.351
C -2.857 1.099 5.337
F -3.743 2.118 5.469
C -2.830 0.072 6.287
F -3.689 0.091 7.336
C -1.910 -0.973 6.159
F -1.877 -1.969 7.081
```

Expectation value of S²: 2.0250
Multiplicity: 3
E_HOMO (alpha / beta) (eV): -3.19 / -8.11
Gap between HOMO and LUMO (alpha / beta) (eV): 2.6 / 3.0

=====

These records have calculated total energy values of -376.65459, -625.83063, -2777.79519, -2894.18621 Eh, in the order they appear.